Record 1
DFT (ωB97M-V/def2-TZVPD) results for a 2-piece molecular cluster, C3H4I2O overall.

The geometry in ORCA input format:
```
! RIJCOSX wB97M-V def2-TZVPD def2/J DEFGRID3
* xyz 0 1
C -0.0760 -0.3233 0.9890
C 0.9451 -0.1619 0.0864
C 0.5884 -0.1223 -1.3264
O -0.6422 -0.3445 -1.5298
I -1.0272 -3.2806 3.1322
I 1.9631 -0.0920 -2.9005
H 0.1258 -0.3565 2.1090
H -1.1631 -0.3609 0.8906
H 1.9371 0.1998 0.4454
H -0.8596 -0.4070 -2.4989
*
```

Results
gap between HOMO and LUMO (alpha / beta): 9.32 / 4.08 eV
E: -787.2207 hartree

Formally, the Mulliken partial charges of the atoms, in units of the elementary charge, are as follows: -1.012, 0.010, 0.157, -0.422, -0.096, 0.105, 0.298, 0.308, 0.307, 0.345

Record 2
DFT (ωB97M-V/def2-TZVPD) results for C3H4I2O as an isolated structure.

The geometry in ORCA input format:
```
! RIJCOSX wB97M-V def2-TZVPD def2/J DEFGRID3
* xyz 0 1
C -1.4038 0.0458 1.8188
C 0.9244 0.0486 -2.0824
C 0.7930 -0.1107 -0.8173
O -2.5930 -0.0314 2.0071
I 0.7417 -2.0553 0.1080
I 1.3270 1.5184 0.7247
H -0.6692 -0.1110 2.6207
H -0.8339 0.3546 0.8469
H 1.1351 1.0019 -2.3814
H 0.5786 -0.6609 -2.8450
*
```

Results
gap between HOMO and LUMO: 8.37 eV
E: -787.2315 hartree

Formally, the Mulliken partial charges of the atoms, in units of the elementary charge, are as follows: 0.168, -0.492, -0.297, -0.448, 0.152, 0.091, 0.301, -0.012, 0.263, 0.274

Record 3
DFT (ωB97M-V/def2-TZVPD) results for a single C3H4I2O molecule.

The geometry in ORCA input format:
```
! RIJCOSX wB97M-V def2-TZVPD def2/J DEFGRID3
* xyz 0 1
O 1.4449 -1.0190 -0.9176
C 1.2537 0.0520 -0.2232
I 3.1013 1.1138 -0.0079
C 0.0997 0.6556 0.1348
C -1.2461 -0.1291 0.1875
I -3.0275 1.1191 0.5572
H 0.7347 -1.6907 -0.7837
H 0.2908 1.5122 0.8696
H -1.5546 -0.7353 -0.7899
H -1.0969 -0.8786 0.9733
*
```

Results
SMILES string: O/C(I)=C\CI
gap between HOMO and LUMO: 8.83 eV
E: -787.2774 hartree

Formally, the Mulliken partial charges of the atoms, in units of the elementary charge, are as follows: -0.458, 0.092, 0.015, -0.025, -0.975, 0.008, 0.332, 0.245, 0.344, 0.422

Record 4
DFT (ωB97M-V/def2-TZVPD) results for C3H4I2O as an isolated structure.

The geometry in ORCA input format:
```
! RIJCOSX wB97M-V def2-TZVPD def2/J DEFGRID3
* xyz 0 1
C 1.5531 -0.4157 -0.4483
C 0.3475 0.0825 -0.7986
C -0.7120 0.3032 0.2708
O -0.2834 0.2037 1.5174
I -2.0906 -1.8657 -0.2120
I -2.1969 1.7622 -0.1498
H 2.2762 -0.4592 -1.1510
H 1.9157 -0.6991 0.6029
H -0.1169 0.3049 -1.6861
H -0.6929 0.7830 2.0548
*
```

Results
gap between HOMO and LUMO (alpha / beta): 7.68 / 7.69 eV
E: -787.2569 hartree

Formally, the Mulliken partial charges of the atoms, in units of the elementary charge, are as follows: -0.767, -0.050, -0.202, -0.382, -0.129, 0.212, 0.341, 0.218, 0.437, 0.323

Record 5
DFT (ωB97M-V/def2-TZVPD) results for C3H4IN2O as an isolated structure.

The geometry in ORCA input format:
```
! RIJCOSX wB97M-V def2-TZVPD def2/J DEFGRID3
* xyz 1 1
C 0.4841 -0.1660 0.5108
C 1.6804 0.2479 -0.0428
C -0.8079 0.3015 -1.4305
N 0.9909 0.5285 -2.3308
N -0.6843 -0.0856 -0.2362
O 1.8789 0.6597 -1.2601
I 1.3017 -1.1427 -3.2507
H 0.2909 -0.3726 1.5411
H 2.6860 0.4650 0.3519
H -1.7317 0.5486 -2.0974
H -1.4156 -0.2750 0.3474
*
```

Results
gap between HOMO and LUMO: 8.12 eV
E: -598.6553 hartree

Formally, the Mulliken partial charges of the atoms, in units of the elementary charge, are as follows: -0.412, 0.019, 0.127, -0.378, 0.051, -0.185, 0.383, 0.380, 0.430, 0.348, 0.236

Record 6
DFT (ωB97M-V/def2-TZVPD) results for C3H4IN3S as an isolated structure.

The geometry in ORCA input format:
```
! RIJCOSX wB97M-V def2-TZVPD def2/J DEFGRID3
* xyz 0 1
C -1.0604 -1.1972 -0.7523
C 1.6372 1.2511 -0.2843
C -0.9045 -1.1972 0.5959
N -1.8723 -0.2253 -1.2567
N 0.8270 1.6344 0.5182
N -1.4292 -0.0872 1.2000
S -2.2697 0.7293 -0.0010
I 3.5062 -0.0670 0.0568
H -0.4161 -1.7895 -1.4475
H -0.2527 -1.7716 1.1980
H 0.7440 1.4431 1.5619
H 1.4905 1.2771 -1.3889
*
```

Results
gap between HOMO and LUMO: 9.45 eV
E: -976.8036 hartree

Formally, the Mulliken partial charges of the atoms, in units of the elementary charge, are as follows: -0.047, -0.246, -0.212, -0.371, -0.366, -0.398, 0.251, -0.091, 0.355, 0.419, 0.309, 0.396

Record 7
DFT (ωB97M-V/def2-TZVPD) results for C3H4IO3S as an isolated structure.

The geometry in ORCA input format:
```
! RIJCOSX wB97M-V def2-TZVPD def2/J DEFGRID3
* xyz -1 1
C -0.5787 0.1032 0.2517
C -0.9656 1.3720 -0.4684
C -1.7275 0.0935 -0.6519
O 1.9555 -2.1956 -0.8832
O 2.8587 0.0119 -0.2869
O 1.9292 -1.4402 1.4791
S 2.0024 -1.1058 0.0674
I -3.7711 -0.1184 0.0976
H 0.4211 -0.6197 -0.0827
H -0.3801 0.0273 1.3940
H -1.2637 2.0410 0.2649
H -0.4802 1.8309 -1.1816
*
```

Results
gap between HOMO and LUMO: 6.24 eV
E: -1038.2079 hartree

Formally, the Mulliken partial charges of the atoms, in units of the elementary charge, are as follows: -0.207, -0.535, -0.342, -0.556, -0.550, -0.580, 0.990, -0.188, 0.167, 0.318, 0.205, 0.279

Record 8
DFT (ωB97M-V/def2-TZVPD) results for C3H4IO6S2 as an isolated structure.

The geometry in ORCA input format:
```
! RIJCOSX wB97M-V def2-TZVPD def2/J DEFGRID3
* xyz -1 1
C -2.0571 0.1024 -0.4206
C 1.5537 0.8836 0.0596
C 1.4360 -0.6830 0.0171
O -1.6432 2.5207 0.2015
O -0.5017 0.9907 1.7049
O -1.6048 -2.5987 -0.5379
O -0.3832 -1.1059 -1.9681
O 0.4370 1.5108 -0.5793
O 0.2262 -1.1875 0.3793
S -0.9445 1.2488 0.3616
S -1.0391 -1.2781 -0.7431
I -3.1947 -0.5103 1.1918
H 1.5095 1.0827 1.1210
H 2.3566 1.1668 -0.5846
H 1.6152 -1.2527 -0.9936
H 2.2341 -0.8904 0.7904
*
```

Results
gap between HOMO and LUMO: 7.79 eV
E: -1662.1776 hartree

Formally, the Mulliken partial charges of the atoms, in units of the elementary charge, are as follows: -0.524, -0.628, -0.271, -0.706, -0.545, -0.627, -0.640, -0.415, -0.339, 1.135, 1.148, 0.004, 0.373, 0.429, 0.329, 0.276

Record 9
DFT (ωB97M-V/def2-TZVPD) results for C3H4IrLiO3 as an isolated structure.

The geometry in ORCA input format:
```
! RIJCOSX wB97M-V def2-TZVPD def2/J DEFGRID3
* xyz 1 6
O 0.1626 1.3996 0.1060
C 1.3772 0.8582 0.0478
C -0.9129 0.5768 0.4226
O 2.3604 1.6116 -0.0787
O 1.5146 -0.4041 0.1013
C -1.7454 0.1291 -0.5104
H -1.0301 0.3971 1.4938
H -1.6036 0.3660 -1.5658
H -2.6094 -0.4630 -0.2089
Li 0.1824 -1.7578 -0.1703
Ir 3.5045 -0.0566 -0.0701
H -1.2003 -2.6569 0.4327
*
```

Results
<S²>: 8.75
gap between HOMO and LUMO (alpha / beta): 7.35 / 6.77 eV
E: -453.7859 hartree

Formally, the Mulliken partial charges of the atoms, in units of the elementary charge, are as follows: -0.269, 0.929, -0.174, -0.539, -0.699, -0.776, 0.403, 0.290, 0.428, 0.850, 0.560, -0.002

Record 10
DFT (ωB97M-V/def2-TZVPD) results for C3H4KLiO as an isolated structure.

The geometry in ORCA input format:
```
! RIJCOSX wB97M-V def2-TZVPD def2/J DEFGRID3
* xyz 0 1
C -2.0630 0.3907 0.6989
C -2.0261 1.6503 0.1931
C 1.8362 0.5006 -0.3529
O 2.0724 0.2391 0.8665
Li 3.7938 1.2430 0.2963
H -2.9203 -0.1639 0.2592
H -1.2412 2.3707 0.4777
H -2.7142 2.0433 -0.5779
H 0.9688 -0.1122 -0.7385
K 0.0379 -0.5430 2.0670
*
```

Results
gap between HOMO and LUMO: 4.62 eV
E: -799.2575 hartree

Formally, the Mulliken partial charges of the atoms, in units of the elementary charge, are as follows: -0.575, -0.607, -0.310, -0.590, 0.783, 0.070, 0.120, 0.204, 0.079, 0.826